{"formula": "BrFH2NPS", "method": "the ωB97M-V functional and the def2-TZVPD basis", "multiplicity": 1, "de_lowest_ev": 0.087, "total_energy_ev": -94407.96556, "total_charge": 0, "lumo_energy_ev": -0.57, "homo_ev": -8.935, "orbital_gap_ev": 8.367, "species": ["Br", "H", "H", "F", "N", "S", "P"], "coordinates": [[-0.01844, -0.72972, 2.38949], [-0.31207, -1.10528, -1.48061], [-1.32864, 0.22920, -1.12247], [1.67518, -0.59706, 0.02607], [-0.67815, -0.45003, -0.78267], [0.30843, 2.46350, 0.61583], [0.35369, 0.18938, 0.35436]], "lowdin_charge": [0.28, 0.08, 0.04, -0.27, -0.14, -0.05, 0.06]}